# 1
Here is C5H7NO in the gas phase from OMol25. Energies are from ωB97M-V/def2-TZVPD.

Atoms and positions in Å:
1 C 1.360 -0.032 1.442
2 C 0.417 0.309 0.340
3 O 0.372 1.616 -0.072
4 C -0.515 1.686 -1.086
5 C -1.044 0.466 -1.351
6 C -0.434 -0.437 -0.417
7 N -0.622 -1.830 -0.370
8 H 0.858 -0.566 2.258
9 H 2.190 -0.659 1.096
10 H 1.783 0.886 1.859
11 H -0.659 2.664 -1.522
12 H -1.767 0.218 -2.117
13 H -1.574 -2.099 -0.588
14 H -0.366 -2.223 0.527

Summary:
- Structure (SMILES): Cc1occc1N
- Energy relative to the best compared isomer or geometry (same formula, charge and spin): 17.0 kcal/mol
- M: 97.12 g/mol

In the Löwdin picture, each atom carries the following charge in e:
1. C -0.017
2. C -0.283
3. O 0.021
4. C -0.131
5. C -0.016
6. C -0.298
7. N 0.091
8. H 0.079
9. H 0.083
10. H 0.083
11. H 0.119
12. H 0.106
13. H 0.083
14. H 0.079

# 2
Here is C5H7NO in the gas phase at a distorted geometry from OMol25. Energies are from ωB97M-V/def2-TZVPD.

Atoms and positions in Å:
1 C -3.339 0.407 0.233
2 C -2.212 0.359 -0.180
3 C -0.857 0.309 -0.660
4 O -0.419 1.044 -1.512
5 C -0.028 -0.793 -0.004
6 N 1.386 -0.724 -0.291
7 C 2.077 0.316 0.450
8 H -4.325 0.444 0.595
9 H -0.418 -1.749 -0.377
10 H -0.183 -0.773 1.079
11 H 1.508 -0.559 -1.288
12 H 3.129 0.294 0.174
13 H 1.688 1.326 0.266
14 H 1.993 0.099 1.516

Summary:
- Structure (SMILES): C#CC(=O)CNC
- Energy relative to the best compared isomer or geometry (same formula, charge and spin): 61.3 kcal/mol
- M: 97.12 g/mol

In the Löwdin picture, each atom carries the following charge in e:
1. C 0.166
2. C -0.039
3. C -0.423
4. O 0.109
5. C -0.180
6. N -0.127
7. C -0.134
8. H 0.031
9. H 0.131
10. H 0.127
11. H 0.106
12. H 0.078
13. H 0.078
14. H 0.078

# 3
Here is C5H7NO in the gas phase at a distorted geometry from OMol25. Energies are from ωB97M-V/def2-TZVPD.

Atoms and positions in Å:
1 H -0.291 -2.837 -1.193
2 N -0.907 -2.234 -0.644
3 C -0.344 -1.119 -0.407
4 C -0.687 -0.148 0.646
5 C 0.266 0.871 0.598
6 C -0.781 1.900 0.428
7 C 1.258 0.523 -0.473
8 O 0.792 -0.709 -1.026
9 H -1.301 -0.426 1.500
10 H 0.027 2.135 1.461
11 H -1.572 1.800 -0.328
12 H -0.487 2.908 0.113
13 H 1.343 1.259 -1.285
14 H 2.264 0.375 -0.053

Summary:
- Structure (SMILES): [H]/N=C1/C=C(C)CO1
- Energy relative to the best compared isomer or geometry (same formula, charge and spin): 162.1 kcal/mol
- M: 97.12 g/mol

In the Löwdin picture, each atom carries the following charge in e:
1. H 0.062
2. N 0.156
3. C -0.441
4. C 0.024
5. C -0.290
6. C -0.157
7. C -0.128
8. O -0.002
9. H 0.135
10. H 0.237
11. H 0.083
12. H 0.057
13. H 0.136
14. H 0.128

# 4
Here is C5H7NO in the gas phase from OMol25. Energies are from ωB97M-V/def2-TZVPD.

Atoms and positions in Å:
1 C 1.588 -0.999 0.723
2 N 0.369 -1.280 0.538
3 C -0.597 -0.299 0.993
4 C -1.366 0.293 -0.200
5 C -0.515 0.660 -1.399
6 C 0.744 1.030 -1.357
7 O 1.870 1.351 -1.332
8 H 2.361 -1.669 0.343
9 H 1.927 -0.084 1.233
10 H -0.120 0.509 1.576
11 H -1.317 -0.800 1.650
12 H -1.922 1.170 0.158
13 H -2.110 -0.433 -0.542
14 H -0.926 0.562 -2.399

Summary:
- Structure (SMILES): C=NCCC=C=O
- Energy relative to the best compared isomer or geometry (same formula, charge and spin): 45.9 kcal/mol
- M: 97.12 g/mol

In the Löwdin picture, each atom carries the following charge in e:
1. C -0.068
2. N -0.028
3. C -0.260
4. C -0.192
5. C -0.101
6. C -0.210
7. O 0.152
8. H 0.075
9. H 0.081
10. H 0.109
11. H 0.113
12. H 0.107
13. H 0.108
14. H 0.112

# 5
Here is C5H7NO in the gas phase at a distorted geometry from OMol25. Energies are from ωB97M-V/def2-TZVPD.

Atoms and positions in Å:
1 C 1.617 -0.705 0.176
2 C 0.889 0.824 0.216
3 C 1.530 1.850 -0.209
4 O -1.137 0.242 -1.661
5 C -1.348 0.031 -0.476
6 N -2.564 -0.425 -0.012
7 C -0.312 0.182 0.551
8 H 1.394 -1.388 0.998
9 H 2.672 -0.446 0.194
10 H 1.337 -1.162 -0.774
11 H 2.459 1.939 -0.768
12 H -3.314 -0.343 -0.683
13 H -2.813 -0.255 0.951
14 H -0.409 -0.345 1.496

Summary:
- Energy relative to the best compared isomer or geometry (same formula, charge and spin): 118.5 kcal/mol
- M: 97.12 g/mol

In the Löwdin picture, each atom carries the following charge in e:
1. C -0.001
2. C -0.349
3. C 0.175
4. O 0.051
5. C -0.549
6. N 0.136
7. C -0.053
8. H 0.073
9. H 0.067
10. H 0.087
11. H 0.050
12. H 0.103
13. H 0.094
14. H 0.116

# 6
Here is a molecular structure, C5H7NO from OMol25. Energies are from ωB97M-V/def2-TZVPD.

Atoms and positions in Å:
1 C -1.893 -0.786 0.294
2 C -0.958 0.001 -0.578
3 C -0.516 1.247 -0.237
4 N 0.221 2.099 0.186
5 C 0.849 0.352 0.619
6 O 0.664 0.018 1.739
7 C 1.984 0.132 -0.335
8 H -1.614 -0.666 1.347
9 H -2.937 -0.477 0.175
10 H -1.828 -1.850 0.045
11 H -0.797 -0.295 -1.611
12 H 2.213 -0.937 -0.366
13 H 2.851 0.669 0.060
14 H 1.761 0.494 -1.336

Summary:
- Energy relative to the best compared isomer or geometry (same formula, charge and spin): 76.4 kcal/mol
- M: 97.12 g/mol

In the Löwdin picture, each atom carries the following charge in e:
1. C -0.088
2. C -0.161
3. C -0.273
4. N 0.220
5. C -0.430
6. O 0.111
7. C -0.009
8. H 0.075
9. H 0.077
10. H 0.079
11. H 0.117
12. H 0.097
13. H 0.098
14. H 0.088

# 7
Here is C5H7NO in the gas phase at a distorted geometry from OMol25. Energies are from ωB97M-V/def2-TZVPD.

Atoms and positions in Å:
1 C -0.421 -0.009 2.768
2 C -0.115 -0.328 1.603
3 N 0.836 -0.375 0.642
4 C 0.638 -0.048 -0.561
5 C 1.686 -0.196 -1.611
6 O -0.574 0.317 -1.091
7 C -1.652 0.413 -0.196
8 H -0.400 -0.249 3.804
9 H 1.696 0.692 -2.238
10 H 1.455 -1.046 -2.250
11 H 2.655 -0.343 -1.141
12 H -1.610 -0.466 0.650
13 H -2.574 0.307 -0.766
14 H -1.620 1.332 0.387

Summary:
- Structure (SMILES): C#C/N=C(/C)OC
- Energy relative to the best compared isomer or geometry (same formula, charge and spin): 91.3 kcal/mol
- M: 97.12 g/mol

In the Löwdin picture, each atom carries the following charge in e:
1. C 0.101
2. C -0.294
3. N 0.133
4. C -0.393
5. C 0.010
6. O -0.055
7. C -0.090
8. H 0.017
9. H 0.086
10. H 0.091
11. H 0.087
12. H 0.117
13. H 0.094
14. H 0.095

# 8
Here is C5H7NO in the gas phase from OMol25. Energies are from ωB97M-V/def2-TZVPD.

Atoms and positions in Å:
1 O 1.788 1.527 -1.358
2 C 1.170 0.668 -0.796
3 C 1.513 -0.430 0.220
4 N 0.157 -1.003 0.045
5 C -0.823 -0.415 1.002
6 C -1.430 0.467 -0.106
7 C -0.225 0.049 -0.966
8 H 2.313 -1.099 -0.116
9 H 1.742 -0.087 1.236
10 H -0.341 0.161 1.803
11 H -1.484 -1.157 1.458
12 H -1.603 1.525 0.101
13 H -2.342 0.028 -0.518
14 H -0.434 -0.234 -2.004

Summary:
- Structure (SMILES): O=C1CN2CC[C@@H]12
- Energy relative to the best compared isomer or geometry (same formula, charge and spin): 54.4 kcal/mol
- M: 97.12 g/mol

In the Löwdin picture, each atom carries the following charge in e:
1. O 0.114
2. C -0.324
3. C -0.082
4. N -0.076
5. C -0.163
6. C -0.094
7. C -0.187
8. H 0.121
9. H 0.119
10. H 0.109
11. H 0.105
12. H 0.107
13. H 0.106
14. H 0.145

# 9
Here is C5H7NO in the gas phase at a distorted geometry from OMol25. Energies are from ωB97M-V/def2-TZVPD.

Atoms and positions in Å:
1 C -1.092 -0.810 0.769
2 C -0.645 0.467 0.005
3 C -1.582 0.717 -1.100
4 N -2.259 0.825 -2.034
5 C 0.924 0.555 -0.542
6 C 1.890 -0.236 0.325
7 O 1.843 -1.441 0.400
8 H -2.178 -0.883 0.969
9 H -0.586 -0.895 1.734
10 H -0.830 -1.680 0.160
11 H -0.362 1.323 0.566
12 H 0.891 0.138 -1.537
13 H 1.329 1.595 -0.629
14 H 2.658 0.325 0.916

Summary:
- Structure (SMILES): C[C@H](C#N)CC=O
- Energy relative to the best compared isomer or geometry (same formula, charge and spin): 40.3 kcal/mol
- M: 97.12 g/mol

In the Löwdin picture, each atom carries the following charge in e:
1. C -0.058
2. C -0.293
3. C -0.208
4. N 0.151
5. C -0.093
6. C -0.263
7. O 0.048
8. H 0.090
9. H 0.078
10. H 0.086
11. H 0.108
12. H 0.108
13. H 0.122
14. H 0.126

# 10
Here is C5H7NO in the gas phase at a distorted geometry from OMol25. Energies are from ωB97M-V/def2-TZVPD.

Atoms and positions in Å:
1 C -2.340 -0.008 -0.080
2 C -0.894 -0.376 -0.211
3 C -0.445 -1.548 -0.722
4 O 1.157 -1.292 -0.635
5 C 1.412 -0.154 -0.129
6 N 2.683 0.258 0.016
7 C 0.203 0.559 0.246
8 H -2.627 0.313 0.927
9 H -2.970 -0.858 -0.341
10 H -2.590 0.810 -0.758
11 H -0.087 0.226 1.260
12 H 3.410 -0.420 -0.155
13 H 2.906 1.041 0.608
14 H 0.155 1.635 0.163

Summary:
- Energy relative to the best compared isomer or geometry (same formula, charge and spin): 83.3 kcal/mol
- M: 97.12 g/mol

In the Löwdin picture, each atom carries the following charge in e:
1. C -0.091
2. C -0.430
3. C 0.057
4. O -0.005
5. C -0.409
6. N 0.201
7. C -0.071
8. H 0.071
9. H 0.074
10. H 0.073
11. H 0.158
12. H 0.125
13. H 0.120
14. H 0.129